No. 1
{"formula": "C2H2O2", "method": "ωB97M-V/def2-TZVPD", "elements": ["C", "C", "O", "O", "H", "H"], "positions_angstrom": [[0.862, -0.889, -1.416], [0.545, -0.851, -0.278], [-0.709, 1.250, 1.648], [-0.703, -0.040, 1.587], [1.110, -1.096, -2.480], [-1.106, 1.626, 0.938]], "nbo_charge": [-0.4434, 0.0553, -0.2830, -0.0376, 0.2492, 0.4595], "lumo_energy_ev": [-3.185, -3.181], "homo_energy_ev": [-10.57, -10.57], "charge": 0, "orbital_gap_ev": [7.388, 7.393]}



No. 2
{"formula": "C2H2O2P", "method": "ωB97M-V/def2-TZVPD", "elements": ["C", "C", "O", "O", "P", "H", "H"], "positions_angstrom": [[0.129, 2.062, 1.176], [0.166, -1.267, -1.515], [0.652, -1.682, -0.579], [-0.225, -0.999, -2.565], [-0.546, 0.808, 0.354], [0.313, 1.499, 2.146], [-0.489, -0.421, 0.983]], "nbo_charge": [-0.9702, 1.0282, -0.5258, -0.5510, 0.0492, 0.1151, -0.1456], "lumo_energy_ev": 3.542, "homo_energy_ev": -2.91, "charge": -1, "orbital_gap_ev": 6.449}



no.,strongest force on any atom (eV Å⁻¹),E_tot (eV)
1,5.6,-6190.8120
2,3.2,-15488.2486